Formula: C5H15NO
Source: the OMol25 dataset
Level of theory: the ωB97M-V functional and the def2-TZVPD basis

Last columns: bonded neighbours and bond lengths (Å).
Cartesian coordinates (Å):
1 C 1.5266 0.8234 0.5526  C2 1.541, H7 1.086, H8 1.089, H9 1.095
2 C 1.3350 -0.6687 0.8856  C1 1.541, N3 1.448, H10 1.096, H11 1.092
3 N 0.0170 -1.2295 0.6738  C2 1.448, C4 1.458, C6 1.453
4 C -0.2548 -1.7101 -0.6757  N3 1.458, C5 1.531, H12 1.101, H13 1.097
5 C -0.2898 -0.6739 -1.8017  C4 1.531, H14 1.097, H15 1.095, H16 1.090
6 C -1.0420 -0.3895 1.2068  N3 1.453, H17 1.089, H18 1.092, H19 1.095
7 H 1.1336 1.1303 -0.4125  C1 1.086
8 H 1.0701 1.4305 1.3331  C1 1.089
9 H 2.5944 1.0653 0.5389  C1 1.095
10 H 1.6023 -0.7968 1.9409  C2 1.096
11 H 2.0785 -1.2551 0.3419  C2 1.092
12 H -1.2310 -2.2159 -0.6107  C4 1.101
13 H 0.4980 -2.4819 -0.8764  C4 1.097
14 H -0.5855 -1.1772 -2.7304  C5 1.097
15 H 0.7081 -0.2558 -1.9716  C5 1.095
16 H -1.0059 0.1207 -1.5943  C5 1.090
17 H -1.9841 -0.9358 1.2052  C6 1.089
18 H -1.1919 0.5590 0.6875  C6 1.092
19 H -0.8193 -0.1305 2.2470  C6 1.095
20 H -1.6934 3.2087 0.3605  O22 0.977
21 H -1.4448 2.7949 -1.0916  O22 0.979
22 O -1.0210 2.7878 -0.2091  H20 0.977, H21 0.979

Net charge   -1
<S²>   0.75
2S+1   2
LUMO energy (alpha / beta)   3.71 / 3.63 eV
Strongest force on any atom   0.0108 hartree/bohr
ΔE to the lowest compared entry with this formula, charge and spin   44.84 kJ/mol
Orbital gap (alpha / beta)   2.8 / 8.6 eV

Atom charges from the Mulliken analysis, given in e for atoms 1 to 8:
1. C -1.391
2. C -0.524
3. N 0.080
4. C -0.615
5. C -1.063
6. C -1.038
7. H 0.375
8. H 0.379

Formula: C5H15NO
Source: the OMol25 dataset
Level of theory: the ωB97M-V functional and the def2-TZVPD basis

Last columns: bonded neighbours and bond lengths (Å).
Cartesian coordinates (Å):
1 C -0.3471 1.5708 0.2498  C2 1.524, C3 1.543, H7 1.090, H8 1.088
2 C 0.2022 2.3784 -0.9199  C1 1.524, H9 1.090, H10 1.089, H11 1.090
3 C -0.9114 0.2249 -0.2519  C1 1.543, N4 1.459, H12 1.092, H13 1.098
4 N 0.0646 -0.5017 -1.0574  C3 1.459, C5 1.449, C6 1.450
5 C 1.2574 -0.8766 -0.3253  N4 1.449, H14 1.097, H15 1.104, H16 1.090
6 C -0.5444 -1.7008 -1.6004  N4 1.450, H17 1.091, H18 1.091, H19 1.105
7 H -1.1381 2.1252 0.7547  C1 1.090
8 H 0.4423 1.3939 0.9770  C1 1.088
9 H 1.1778 2.0117 -1.2394  C2 1.090
10 H -0.4565 2.3597 -1.7873  C2 1.089
11 H 0.3322 3.4222 -0.6337  C2 1.090
12 H -1.7043 0.5216 -0.9411  C3 1.092
13 H -1.3584 -0.3577 0.5639  C3 1.098
14 H 1.9350 -1.4352 -0.9825  C5 1.097
15 H 1.0572 -1.5467 0.5287  C5 1.104
16 H 1.8245 -0.0366 0.0746  C5 1.090
17 H -1.4194 -1.4113 -2.1847  C6 1.091
18 H 0.1699 -2.2002 -2.2563  C6 1.091
19 H -0.8311 -2.3979 -0.7920  C6 1.105
20 H 0.8761 -1.0424 3.7222  O22 0.973
21 H 0.1129 -1.3144 2.4379  O22 0.973
22 O 0.0902 -0.7488 3.2299  H20 0.973, H21 0.973

Net charge   -1
<S²>   0.75
2S+1   2
LUMO energy (alpha / beta)   3.80 / 3.63 eV
Strongest force on any atom   0.0224 hartree/bohr
ΔE to the lowest compared entry with this formula, charge and spin   50.85 kJ/mol
Orbital gap (alpha / beta)   2.7 / 9.0 eV

Atom charges from the Mulliken analysis, given in e for atoms 1 to 8:
1. C -0.883
2. C -1.043
3. C -1.406
4. N 0.730
5. C -2.391
6. C -1.509
7. H 0.458
8. H 0.479

Formula: C5H15NO
Source: the OMol25 dataset
Level of theory: the ωB97M-V functional and the def2-TZVPD basis

Last columns: bonded neighbours and bond lengths (Å).
Cartesian coordinates (Å):
1 C 1.9781 -1.3207 0.6763  C2 1.564, H7 1.085, H8 1.067, H9 1.034
2 C 0.5901 -0.7942 0.1826  C1 1.564, C3 1.534, N6 1.512, H10 1.073
3 C 0.6086 0.7357 0.0791  C2 1.534, C4 1.596, H11 1.123, H12 1.105
4 C -0.4153 1.4345 -0.9260  C3 1.596, C5 1.534, H13 1.173, H14 1.063
5 C -0.3612 0.6456 -2.2403  C4 1.534, H15 1.063, H16 1.210, H17 1.005
6 N -0.5992 -0.9873 1.0957  C2 1.512, H18 1.025, H19 0.968
7 H 2.9286 -0.8534 0.4429  C1 1.085
8 H 1.9106 -2.3158 0.2982  C1 1.067
9 H 1.9346 -1.3225 1.7096  C1 1.034
10 H 0.2299 -1.1501 -0.7637  C2 1.073
11 H 1.5883 0.7598 -0.4689  C3 1.123
12 H 0.8648 1.3004 0.9937  C3 1.105
13 H -0.1097 2.5604 -1.0506  C4 1.173
14 H -1.3490 1.3417 -0.4271  C4 1.063
15 H -1.3386 0.2412 -2.3446  C5 1.063
16 H 0.5261 -0.1561 -2.0554  C5 1.210
17 H -0.2791 1.1499 -3.1059  C5 1.005
18 H -0.9365 -1.9362 1.2874  N6 1.025
19 H -0.5984 -0.4888 1.9248  N6 0.968
20 H -1.9598 0.6511 0.9425  O22 0.964
21 H -2.6087 -0.1845 2.0914  O22 0.975
22 O -2.6040 0.6892 1.6584  H20 0.964, H21 0.975

Net charge   -1
<S²>   0.75
2S+1   2
LUMO energy (alpha / beta)   4.02 / 3.83 eV
Strongest force on any atom   0.0928 hartree/bohr
ΔE to the lowest compared entry with this formula, charge and spin   236.62 kJ/mol
Orbital gap (alpha / beta)   2.7 / 9.2 eV

Atom charges from the Mulliken analysis, given in e for atoms 1 to 8:
1. C -2.744
2. C -0.575
3. C -1.566
4. C -0.497
5. C -1.123
6. N -1.164
7. H 0.765
8. H 0.717

Formula: C5H15NO
Source: the OMol25 dataset
Level of theory: the ωB97M-V functional and the def2-TZVPD basis

Last columns: bonded neighbours and bond lengths (Å).
Cartesian coordinates (Å):
1 C 1.5981 0.8431 -1.3592  N2 1.431, H7 1.107, H8 1.086, H9 1.094
2 N 0.5235 0.3177 -0.5734  C1 1.431, C3 1.433, C5 1.467
3 C 0.8249 -0.9020 0.1156  N2 1.433, H10 1.096, H11 1.095, H12 1.093
4 C 0.4334 2.1757 1.0704  C5 1.541, H13 1.101, H14 1.087, H15 1.085
5 C -0.3424 1.3283 0.0430  N2 1.467, C4 1.541, C6 1.514, H16 1.093
6 C -1.5233 0.6607 0.7162  C5 1.514, H17 1.087, H18 1.079, H19 1.091
7 H 2.5243 1.0709 -0.7977  C1 1.107
8 H 1.3154 1.7787 -1.8326  C1 1.086
9 H 1.8876 0.1187 -2.1258  C1 1.094
10 H 0.7343 -0.7660 1.1994  C3 1.096
11 H 0.2191 -1.7724 -0.1576  C3 1.095
12 H 1.8498 -1.2185 -0.0922  C3 1.093
13 H -0.2865 2.7039 1.7141  C4 1.101
14 H 1.0574 1.5625 1.7151  C4 1.087
15 H 0.9928 2.9874 0.6174  C4 1.085
16 H -0.6620 1.9736 -0.7787  C5 1.093
17 H -2.2583 1.3813 1.0661  C6 1.087
18 H -1.1916 0.1267 1.5928  C6 1.079
19 H -1.9971 -0.1068 0.1020  C6 1.091
20 H -1.3821 -3.8585 -1.0328  O22 0.969
21 H -1.7979 -2.9180 0.0380  O22 0.966
22 O -1.2932 -3.7335 -0.0758  H20 0.969, H21 0.966

Net charge   0
LUMO energy   0.83 eV
Strongest force on any atom   0.0245 hartree/bohr
ΔE to the lowest compared entry with this formula, charge and spin   113.13 kJ/mol
Orbital gap   8.6 eV
Structure (SMILES)   CC(C)N(C)C.O

Atom charges from the Mulliken analysis, given in e for atoms 1 to 8:
1. C -1.202
2. N 0.100
3. C -0.955
4. C -1.191
5. C 0.228
6. C -1.482
7. H 0.357
8. H 0.365

Formula: C5H15NO
Source: the OMol25 dataset
Level of theory: the ωB97M-V functional and the def2-TZVPD basis

Last columns: bonded neighbours and bond lengths (Å).
Cartesian coordinates (Å):
1 C -0.7767 -2.1290 -0.4893  N2 1.469, H7 1.084, H8 1.096, H9 1.093
2 N -0.9240 -0.9969 0.4353  C1 1.469, C3 1.462, H10 1.005
3 C -0.2288 0.2044 -0.0237  N2 1.462, C4 1.567, H11 1.086, H12 1.095
4 C 1.2678 0.2488 0.4400  C3 1.567, C5 1.526, C6 1.516, H13 1.087
5 C 2.1414 -0.9164 -0.0159  C4 1.526, H14 1.089, H15 1.088, H16 1.103
6 C 1.9166 1.5743 0.0940  C4 1.516, H17 1.091, H18 1.091, H19 1.097
7 H 0.0299 -1.9449 -1.1897  C1 1.084
8 H -1.6567 -2.2578 -1.1295  C1 1.096
9 H -0.5900 -3.0672 0.0395  C1 1.093
10 H -1.8832 -0.9330 0.7294  N2 1.005
11 H -0.6254 1.0975 0.4493  C3 1.086
12 H -0.3128 0.3043 -1.1112  C3 1.095
13 H 1.0928 0.2816 1.5128  C4 1.087
14 H 3.1847 -0.9039 0.2951  C5 1.089
15 H 2.0534 -1.0640 -1.0899  C5 1.088
16 H 1.8709 -1.8997 0.4051  C5 1.103
17 H 1.3453 2.3712 0.5736  C6 1.091
18 H 2.0772 1.7527 -0.9699  C6 1.091
19 H 2.9279 1.5210 0.5152  C6 1.097
20 H -2.9117 0.8683 -0.2694  O22 0.957
21 H -3.5882 2.2882 -0.2728  O22 0.963
22 O -2.7547 1.8107 -0.2119  H20 0.957, H21 0.963

Net charge   0
LUMO energy   0.68 eV
Strongest force on any atom   0.0283 hartree/bohr
ΔE to the lowest compared entry with this formula, charge and spin   114.46 kJ/mol
Orbital gap   9.2 eV
Structure (SMILES)   CNCC(C)C.O

Atom charges from the Mulliken analysis, given in e for atoms 1 to 8:
1. C -0.979
2. N -0.275
3. C -1.109
4. C 0.915
5. C -1.543
6. C -1.477
7. H 0.325
8. H 0.318

Formula: C5H15NO
Source: the OMol25 dataset
Level of theory: the ωB97M-V functional and the def2-TZVPD basis

Last columns: bonded neighbours and bond lengths (Å).
Cartesian coordinates (Å):
1 C -0.6167 0.0043 -1.1327  N2 1.439, H7 1.089, H8 1.095, H9 1.108
2 N -0.1603 -1.0757 -0.2989  C1 1.439, C3 1.440, C5 1.476
3 C -1.0909 -1.4495 0.7349  N2 1.440, H10 1.074, H11 1.099, H12 1.087
4 C 1.2565 0.4461 1.2000  C5 1.537, H13 1.097, H14 1.083, H15 1.088
5 C 1.1815 -0.7259 0.2079  N2 1.476, C4 1.537, C6 1.567, H16 1.089
6 C 1.8433 -2.0262 0.7799  C5 1.567, H17 1.088, H18 1.076, H19 1.092
7 H 0.0680 0.3883 -1.8874  C1 1.089
8 H -1.4945 -0.3139 -1.7047  C1 1.095
9 H -1.0418 0.9069 -0.6513  C1 1.108
10 H -1.9764 -1.7745 0.2225  C3 1.074
11 H -1.4513 -0.6557 1.4035  C3 1.099
12 H -0.7576 -2.3187 1.2960  C3 1.087
13 H 1.1979 1.2965 0.5094  C4 1.097
14 H 2.1959 0.6083 1.7130  C4 1.083
15 H 0.3759 0.5020 1.8364  C4 1.088
16 H 1.7962 -0.4872 -0.6592  C5 1.089
17 H 2.8394 -2.1594 0.3619  C6 1.088
18 H 1.8007 -2.0289 1.8552  C6 1.076
19 H 1.2846 -2.8243 0.2863  C6 1.092
20 H -2.2511 5.1119 -2.5091  O22 0.961
21 H -2.1898 3.9291 -1.6838  O22 0.968
22 O -2.8092 4.6466 -1.8797  H20 0.961, H21 0.968

Net charge   0
LUMO energy   0.63 eV
Strongest force on any atom   0.0466 hartree/bohr
ΔE to the lowest compared entry with this formula, charge and spin   146.78 kJ/mol
Orbital gap   9.3 eV
Structure (SMILES)   CC(C)N(C)C.O

Atom charges from the Mulliken analysis, given in e for atoms 1 to 8:
1. C -1.186
2. N -0.023
3. C -1.066
4. C -1.283
5. C 0.344
6. C -1.510
7. H 0.342
8. H 0.352